No. 1
ORCA calculation (wB97M-V/def2-TZVPD) on C37H33IN3P2RhS as an isolated structure in a non-equilibrium geometry.

CARTESIAN COORDINATES (ANGSTROEM)
Rh  0.2345  -0.0369  -0.0604
I  0.7132  -0.8031  2.4858
C  -0.9212  -2.0550  2.3508
C  -1.4139  -2.6418  3.4722
C  -2.4791  -3.5681  3.3347
C  -2.9512  -3.8844  2.0966
C  -2.4234  -3.2746  0.9252
C  -2.8730  -3.6518  -0.3676
C  -2.3529  -3.0628  -1.4754
C  -1.3871  -2.0234  -1.3542
C  -0.9306  -1.6431  -0.1279
C  -1.4066  -2.2921  1.0488
H  -0.9977  -2.4322  4.4492
H  -2.8842  -4.0445  4.2180
H  -3.7336  -4.6259  1.9833
H  -3.6190  -4.4337  -0.4544
H  -2.6789  -3.3677  -2.4621
H  -1.0277  -1.5533  -2.2572
N  2.1809  0.4055  -2.1864
P  0.4987  0.5582  -2.3817
C  0.2889  -0.2178  -3.9822
C  1.1575  -1.2243  -4.4061
C  1.0119  -1.7588  -5.6788
C  -0.0131  -1.3181  -6.5054
C  -0.9049  -0.3480  -6.0652
C  -0.7615  0.2012  -4.8026
C  0.1288  2.2984  -2.6203
C  -1.1485  2.7915  -2.3564
C  -1.4398  4.1314  -2.5720
C  -0.4522  4.9864  -3.0391
C  0.8250  4.5022  -3.3054
C  1.1143  3.1626  -3.1033
P  2.5825  0.4474  -0.5502
C  3.0502  2.1236  -0.1245
C  2.2745  2.8625  0.7657
C  2.5697  4.2014  1.0013
C  3.6362  4.7950  0.3443
C  4.4242  4.0558  -0.5367
C  4.1365  2.7226  -0.7698
C  4.0682  -0.5428  -0.4042
C  4.9538  -0.2860  0.6438
C  6.1221  -1.0234  0.7549
C  6.4047  -2.0200  -0.1701
C  5.5146  -2.2932  -1.1982
C  4.3380  -1.5648  -1.3127
H  2.8309  0.6521  -2.9283
H  1.9420  -1.5881  -3.7564
H  1.6973  -2.5224  -6.0220
H  -0.1216  -1.7367  -7.4980
H  -1.7074  -0.0135  -6.7095
H  -1.4434  0.9753  -4.4730
H  -1.9188  2.1329  -1.9775
H  -2.4333  4.5096  -2.3668
H  -0.6746  6.0345  -3.1958
H  1.5948  5.1701  -3.6718
H  2.1133  2.8019  -3.3191
H  1.4408  2.3973  1.2845
H  1.9716  4.7748  1.6978
H  3.8664  5.8378  0.5240
H  5.2672  4.5213  -1.0313
H  4.7638  2.1470  -1.4428
H  4.7438  0.4998  1.3604
H  6.8148  -0.8179  1.5600
H  7.3203  -2.5911  -0.0836
H  5.7339  -3.0773  -1.9103
H  3.6357  -1.7939  -2.1038
S  -1.4832  1.4115  0.6966
C  -2.9335  0.4820  0.9944
N  -3.6697  -0.1469  0.0974
C  -4.8546  -0.7996  0.6840
C  -4.6912  -0.4720  2.1883
N  -3.4636  0.3380  2.1959
H  -3.4331  -0.1653  -0.8791
H  -4.8337  -1.8691  0.4918
H  -5.7646  -0.3797  0.2634
H  -4.5511  -1.3678  2.7896
H  -5.5293  0.0923  2.5877
H  -3.0741  0.7830  3.0101

Atoms 1-6, force components in eV/Å:
0.640 0.627 0.466
0.355 0.389 -0.179
-0.104 0.073 -0.003
-0.307 -0.295 0.068
0.188 0.133 0.160
-0.003 0.014 -0.210

Values from the calculation:
Spin multiplicity: 1
HOMO-LUMO gap in Eh: 0.2253
LUMO level in eV: -7.0
Energy in eV: -83885.149
Highest occupied orbital energy in eV: -13.1
ΔE to the lowest compared entry with this formula, charge and spin in kcal per mole: 19.4
Net charge: +2



No. 2
ORCA calculation (wB97M-V/def2-TZVPD) on C37H33N4OS7Ti as an isolated structure in a non-equilibrium geometry.

CARTESIAN COORDINATES (ANGSTROEM)
Ti  -0.1735  0.2564  -0.0486
C  1.5278  3.5214  -1.8720
C  0.4959  2.6121  -2.4767
C  -0.2816  3.0296  -3.5496
C  -1.1882  2.1451  -4.1107
C  -1.2462  0.8432  -3.6530
C  -0.3704  0.4671  -2.6423
N  0.4134  1.3644  -2.0082
C  -0.0476  -0.9186  -2.2945
C  -0.4872  -2.0318  -3.0055
C  0.1371  -3.2311  -2.8012
C  1.2573  -3.2745  -1.9833
C  1.6323  -2.1508  -1.2829
N  0.8939  -1.0177  -1.3296
C  2.9492  -2.1147  -0.5719
C  3.5740  -3.2782  -0.1538
C  4.8400  -3.1831  0.3990
C  5.4305  -1.9419  0.5246
C  4.7227  -0.8134  0.1109
C  5.3014  0.5709  0.2673
N  3.5088  -0.9079  -0.4317
H  2.3139  3.6975  -2.6088
H  1.1036  4.4883  -1.5970
H  1.9669  3.0637  -0.9943
H  -0.1685  4.0347  -3.9391
H  -1.8311  2.4676  -4.9225
H  -1.9245  0.1204  -4.0909
H  -1.2889  -1.9361  -3.7250
H  -0.1925  -4.1206  -3.3248
H  1.8600  -4.1706  -1.9332
H  3.0740  -4.2369  -0.2235
H  5.3495  -4.0753  0.7453
H  6.4219  -1.8345  0.9521
H  6.1587  0.7078  -0.3987
H  4.5434  1.3123  0.0249
H  5.6494  0.7358  1.2909
S  2.8205  -0.8976  3.1715
C  2.0381  -2.3955  2.7874
C  2.2781  -3.6577  3.3201
C  1.4964  -4.7074  2.8732
C  0.4888  -4.4905  1.9244
C  0.2567  -3.2329  1.3990
C  1.0559  -2.1741  1.8218
N  0.9675  -0.8453  1.3978
C  1.8062  -0.0790  2.0355
C  1.7233  1.3701  1.8990
C  2.4730  2.2446  2.6871
C  2.1953  3.5973  2.6444
C  1.1505  4.0569  1.8428
C  0.4247  3.1741  1.0578
C  0.7099  1.8073  1.0314
H  3.0420  -3.8072  4.0756
H  1.6437  -5.6992  3.2845
H  -0.1312  -5.3215  1.6038
H  -0.5365  -3.0588  0.6828
H  3.2468  1.8639  3.3493
H  2.7635  4.2902  3.2530
H  0.9033  5.1136  1.8424
H  -0.3888  3.5568  0.4509
S  -4.8270  -4.3415  3.9062
C  -3.9525  -3.2434  3.0491
S  -3.7829  -3.2759  1.3309
C  -2.7745  -1.8555  1.1558
C  -2.4390  -1.2184  2.2872
S  -1.4229  0.1797  2.3878
S  -3.0852  -1.9270  3.7557
S  -2.2290  -1.3961  -0.4380
C  -4.3779  3.4268  -2.4920
C  -3.2631  3.2266  -1.4748
S  -3.0424  1.4851  -1.0564
O  -1.7092  1.5588  -0.2916
C  -4.3891  1.3715  0.1407
C  -4.2405  2.2339  1.3830
H  -4.3992  4.4659  -2.8196
H  -5.3594  3.1898  -2.0756
H  -4.2260  2.7965  -3.3749
H  -3.4263  3.7785  -0.5485
H  -2.2908  3.5098  -1.8738
H  -4.4428  0.3091  0.3770
H  -5.2725  1.6425  -0.4496
H  -3.2653  2.0808  1.8397
H  -4.9963  1.9324  2.1112
H  -4.3830  3.2979  1.1753

Atoms 1-6, force components in eV/Å:
-1.392 -0.341 1.010
-0.105 -0.022 -0.070
0.189 0.044 0.324
-0.021 0.040 -0.109
-0.104 0.063 -0.063
-0.169 -0.247 -0.177

Values from the calculation:
Spin multiplicity: 2
HOMO-LUMO gap (alpha / beta) in Eh: 0.1935 / 0.1765
LUMO level (alpha / beta) in eV: -0.6 / -1.1
Energy in eV: -145877.191
Highest occupied orbital energy (alpha / beta) in eV: -5.9 / -5.9
ΔE to the lowest compared entry with this formula, charge and spin in kcal per mole: 25.7



No. 3
ORCA calculation (wB97M-V/def2-TZVPD) on C37H34As2BrHfN2O2S as an isolated structure in a non-equilibrium geometry.

CARTESIAN COORDINATES (ANGSTROEM)
Hf  -0.7756  0.3347  -0.3824
C  2.4252  -0.7843  0.7671
C  2.3429  0.5520  1.5004
As  0.4663  1.1629  1.7845
C  0.8087  2.6778  2.9626
C  0.1292  2.8851  4.1567
C  0.4851  3.9623  4.9546
C  1.4763  4.8414  4.5428
C  2.1025  4.6662  3.3153
C  1.7693  3.5849  2.5182
C  -0.0794  -0.3934  2.8288
C  0.1106  -0.4934  4.2019
C  -0.2643  -1.6503  4.8719
C  -0.8088  -2.7192  4.1746
C  -0.9620  -2.6467  2.7975
C  -0.5973  -1.4889  2.1315
As  1.5092  -0.8705  -1.0112
C  2.1887  -2.6246  -1.5328
C  1.3120  -3.6578  -1.8458
C  1.8143  -4.9323  -2.0641
C  3.1767  -5.1714  -1.9689
C  4.0502  -4.1302  -1.6791
C  3.5609  -2.8552  -1.4544
C  2.5624  0.4814  -1.9446
C  2.3870  1.8100  -1.5566
C  3.1536  2.8151  -2.1209
C  4.0922  2.4979  -3.0940
C  4.2511  1.1821  -3.5043
C  3.4909  0.1715  -2.9327
H  2.0111  -1.5932  1.3706
H  3.4686  -1.0312  0.5784
H  2.9041  1.3192  0.9672
H  2.7884  0.4605  2.4917
H  -0.6750  2.2277  4.4592
H  -0.0181  4.1202  5.8988
H  1.7539  5.6734  5.1755
H  2.8477  5.3759  2.9827
H  2.2561  3.4478  1.5591
H  0.5601  0.3263  4.7448
H  -0.1284  -1.7082  5.9436
H  -1.0963  -3.6199  4.6996
H  -1.3535  -3.4940  2.2487
H  -0.6983  -1.4703  1.0342
H  0.2473  -3.4734  -1.9273
H  1.1390  -5.7407  -2.3099
H  3.5613  -6.1706  -2.1213
H  5.1154  -4.3099  -1.6243
H  4.2450  -2.0458  -1.2332
H  1.6506  2.0809  -0.8020
H  3.0297  3.8427  -1.8034
H  4.6912  3.2858  -3.5301
H  4.9684  0.9427  -4.2779
H  3.6060  -0.8518  -3.2647
Br  -7.2290  -3.9787  2.5977
C  -5.9061  -2.9096  1.8223
C  -5.4664  -1.7598  2.4877
C  -4.5065  -0.9641  1.9148
C  -3.9506  -1.3248  0.6723
C  -4.3893  -2.4917  0.0164
C  -5.3647  -3.2720  0.5841
C  -2.8908  -0.5636  0.1194
O  -2.1669  -0.9603  -0.9025
O  -2.4428  0.5319  0.6526
H  -5.8869  -1.5048  3.4506
H  -4.1648  -0.0701  2.4196
H  -3.9534  -2.7638  -0.9359
H  -5.7077  -4.1663  0.0826
C  -0.9808  0.9852  -4.8870
N  -1.9932  1.9518  -4.4885
C  -2.9396  2.5004  -5.3284
C  -3.6553  3.3939  -4.6076
N  -3.1347  3.3753  -3.3373
C  -2.1261  2.4967  -3.2718
S  -1.0645  2.2961  -1.9304
H  -1.2970  0.5076  -5.8099
H  -0.8630  0.2258  -4.1188
H  -0.0273  1.4839  -5.0582
H  -3.0201  2.2070  -6.3609
H  -4.4705  4.0340  -4.8966
H  -3.4537  3.9391  -2.5629

Atoms 1-6, force components in eV/Å:
0.304 2.515 -3.119
-0.193 0.176 0.142
-0.062 -0.052 -0.301
1.842 -0.102 2.232
-0.382 0.106 -0.457
-0.143 -0.175 -0.136

Values from the calculation:
Spin multiplicity: 1
HOMO-LUMO gap in Eh: 0.2466
LUMO level in eV: -9.4
Energy in eV: -249834.468
Highest occupied orbital energy in eV: -16.1
Net charge: +3